No. 1
# C4H3N3

One molecule with the formula C4H3N3 (the ωB97M-V functional and the def2-TZVPD basis, the Open Molecules 2025 dataset).

Each line ends with the Mulliken charge.
Atoms and positions in Å:
C: 2.40259 -0.48523 -0.01167  0.418
C: -0.44868 1.53683 0.32077  -0.119
C: -0.06866 0.03820 0.20054  0.540
C: 1.26074 0.19606 -0.43984  -0.405
N: 3.43716 -0.80872 0.39786  -0.400
N: 0.60358 2.18921 -0.04100  -0.373
N: -0.59099 -0.91170 0.83088  -0.619
H: -1.36304 2.12806 0.57076  0.388
H: 1.19873 0.44085 -1.51254  0.299
H: -0.17923 -1.82038 0.73468  0.271

The calculation puts the frontier orbital gap (alpha / beta) at 8.34 / 8.22 eV. The LUMO energy (alpha / beta) is -0.342 / -2.779 eV. The spin multiplicity is 3. Its HOMO energy (alpha / beta) is -8.681 / -10.999 eV.

***

No. 2
# C4H3N3O

One molecule with the formula C4H3N3O (the ωB97M-V functional and the def2-TZVPD basis, the Open Molecules 2025 dataset).

Each line ends with the Mulliken charge.
Atoms and positions in Å:
O: 0.34468 1.58620 1.75391  -0.500
C: -0.39824 0.90239 0.87197  0.440
C: 0.15554 1.20127 -0.47480  -0.042
N: 0.93354 0.35678 -1.10876  -0.417
C: 1.07108 -0.96615 -0.86387  0.193
N: 0.19937 -1.88046 -0.44171  -0.301
N: -1.05018 -1.39638 0.19932  -0.338
C: -1.24493 -0.25250 0.95047  -0.173
H: 0.09846 2.10446 -0.97482  0.488
H: 2.23082 -1.30164 -1.06107  0.286
H: -2.34013 -0.35398 1.14937  0.363

As for the SMILES: O=c1cncnnc1. The calculation puts the frontier orbital gap at 8.86 eV. The LUMO energy is -1.389 eV. Its HOMO energy is -10.251 eV.

***

No. 3
# C4H3N3O

C4H3N3O as an isolated structure (the ωB97M-V functional and the def2-TZVPD basis, the Open Molecules 2025 dataset).

Each line ends with the Mulliken charge.
Atoms and positions in Å:
C: -0.03043 -1.23499 -0.96288  0.406
C: 0.08337 -1.17577 0.67226  -0.534
C: -0.01529 0.25802 0.43525  0.550
C: -0.05326 0.21332 -0.89778  -0.062
H: -0.67713 -1.87111 1.07632  0.237
H: 1.01584 -1.70494 0.94888  0.206
H: -0.13175 2.16685 1.51874  0.253
N: 0.01716 1.58109 0.72118  0.165
N: -0.07004 2.31351 -0.39568  -0.516
N: -0.13025 1.54771 -1.40687  -0.254
O: -0.00823 -2.09370 -1.70942  -0.451

The calculation puts the frontier orbital gap at 10.39 eV. The LUMO energy is 0.628 eV. Its HOMO energy is -9.762 eV.

***

No. 4
# C4H3N3O

One molecule with the formula C4H3N3O (the ωB97M-V functional and the def2-TZVPD basis, the Open Molecules 2025 dataset).

Each line ends with the Mulliken charge.
Atoms and positions in Å:
N: -1.07522 2.11251 -0.93774  -0.533
C: -0.48715 1.05323 -0.46810  0.344
N: -1.38665 0.25523 0.24410  -0.371
C: -0.93461 -0.92134 0.47316  -0.404
C: 0.38817 -1.15084 0.33681  0.800
O: 1.00442 -2.08728 0.94968  -0.531
C: 1.30617 -0.14958 -0.09766  -0.041
N: 1.01767 0.93701 -0.47623  -0.408
H: -0.33110 2.76616 -1.50482  0.309
H: -1.57398 -1.62314 0.85024  0.504
H: 2.34362 -0.56676 -0.21901  0.331

As for the SMILES: N=C1N=CC(=O)C=N1. The calculation puts the frontier orbital gap at 8.34 eV. The LUMO energy is -2.062 eV. Its HOMO energy is -10.401 eV.

***

No. 5
# C4H3N3O

One molecule with the formula C4H3N3O (the ωB97M-V functional and the def2-TZVPD basis, the Open Molecules 2025 dataset).

Each line ends with the Mulliken charge.
Atoms and positions in Å:
C: -0.67498 -0.58694 1.59138  -0.162
C: 0.20438 -1.39784 0.76397  -0.360
N: 0.63078 -0.21042 -0.12799  0.174
O: 0.64787 -0.22066 -1.54225  -0.262
C: 0.27992 1.04780 -1.84802  0.011
N: -0.27478 1.73313 -0.82110  -0.472
C: -0.08025 0.84081 0.21820  0.598
N: -0.73857 0.76072 1.33948  -0.627
H: -1.26617 -1.19511 2.43390  0.265
H: 0.66893 -2.29425 0.70548  0.439
H: 0.60288 1.52275 -2.71305  0.396

As for the SMILES: c1cn2ocnc2n1. The calculation puts the frontier orbital gap at 9.10 eV. The LUMO energy is 0.239 eV. Its HOMO energy is -8.860 eV.

***

No. 6
# C4H3N3O

One molecule with the formula C4H3N3O (the ωB97M-V functional and the def2-TZVPD basis, the Open Molecules 2025 dataset).

Each line ends with the Mulliken charge.
Atoms and positions in Å:
H: -1.11754 1.57126 -0.21407  0.362
N: -0.23984 1.95993 -0.21585  -0.666
C: 0.52630 0.94528 -0.05222  0.530
N: 1.86317 0.63288 0.24971  -0.424
C: 1.93276 -0.67240 0.07606  -0.024
N: 0.66798 -1.49857 -0.13167  -0.553
C: -0.27035 -0.53096 -0.19419  0.451
C: -1.61460 -0.81680 -0.09955  -0.019
O: -2.42714 0.01665 0.32349  -0.502
H: 2.90102 -1.10112 0.19211  0.423
H: -1.85020 -1.81365 -0.26198  0.422

As for the SMILES: [H]/N=C1/N=CN=C1C=O. The calculation puts the frontier orbital gap at 8.08 eV. The LUMO energy is -2.220 eV. Its HOMO energy is -10.304 eV.

***

No. 7
# C4H3NO

A 2-piece molecular cluster, C4H3NO overall (the ωB97M-V functional and the def2-TZVPD basis, the Open Molecules 2025 dataset).

Each line ends with the Mulliken charge.
Atoms and positions in Å:
C: -0.24332 -1.93617 -0.65916  -0.019
C: 0.72984 0.96460 -0.22767  0.546
C: -0.22176 0.59733 0.90459  -0.472
C: -0.44614 0.24980 -0.48094  -0.171
N: 0.08943 -3.02490 -0.60334  -0.355
O: 1.80166 1.38715 -0.51159  -0.417
H: 0.53298 0.07958 1.39454  0.286
H: -0.89670 1.34623 1.36187  0.255
H: -1.34599 0.33638 -1.17830  0.347

The calculation puts the frontier orbital gap at 8.42 eV. The LUMO energy is -1.927 eV. Its HOMO energy is -10.350 eV.

***

No. 8
# C4H3NO

A 2-piece molecular cluster, C4H3NO overall (the ωB97M-V functional and the def2-TZVPD basis, the Open Molecules 2025 dataset).

Each line ends with the Mulliken charge.
Atoms and positions in Å:
O: 1.81133 0.03669 0.91054  -0.289
C: 0.82945 0.44487 0.14922  -0.768
C: 0.64983 -0.33743 -1.03297  -0.080
C: 0.34426 -0.92601 -2.04721  0.306
C: -1.98115 1.01926 1.45757  0.254
N: -3.00386 0.75188 1.92179  -0.356
H: 2.27951 -0.74981 0.56491  0.327
H: -1.00722 1.21060 1.01649  0.221
H: 0.07784 -1.45006 -2.94036  0.384

The calculation puts the frontier orbital gap at 8.77 eV. The LUMO energy is -0.950 eV. Its HOMO energy is -9.716 eV.

***

No. 9
# C4H3NO

One molecule with the formula C4H3NO (the ωB97M-V functional and the def2-TZVPD basis, the Open Molecules 2025 dataset).

Each line ends with the Mulliken charge.
Atoms and positions in Å:
C: 2.32373 0.28171 -0.15335  0.286
C: 1.12172 0.34255 -0.07585  -0.235
C: -0.30670 0.35470 -0.02814  -0.583
O: -1.02816 1.37928 -0.62286  -0.458
C: -0.96550 -0.70491 0.40754  0.518
N: -1.60441 -1.67919 0.78627  -0.524
H: 3.38613 0.22176 -0.23915  0.393
H: -1.25960 2.02900 0.05221  0.320
H: -1.75864 -2.31798 0.00307  0.282

As for the SMILES: C#CC(O)=C=N. The calculation puts the frontier orbital gap at 9.25 eV. The LUMO energy is 0.579 eV. Its HOMO energy is -8.674 eV.

***

No. 10
# C4H3NO

C4H3NO as an isolated structure (the ωB97M-V functional and the def2-TZVPD basis, the Open Molecules 2025 dataset).

Each line ends with the Mulliken charge.
Atoms and positions in Å:
C: -2.31301 0.84991 0.14198  -0.766
C: -2.18212 -0.43744 -0.11201  0.807
C: 0.05715 0.35692 0.02861  0.460
C: 1.44519 0.05539 0.00129  -0.910
N: -0.97211 0.94262 0.06749  0.006
O: -1.44266 -1.33293 -0.19021  -0.432
H: 1.52947 -1.05995 -0.47569  0.271
H: 1.89513 -0.12529 1.06791  0.262
H: 1.98296 0.75077 -0.52937  0.303

The calculation puts the frontier orbital gap at 7.77 eV. The LUMO energy is -0.569 eV. Its HOMO energy is -8.337 eV.

***

No. 11
# C4H3NO2

One molecule with the formula C4H3NO2 (the ωB97M-V functional and the def2-TZVPD basis, the Open Molecules 2025 dataset).

Each line ends with the Mulliken charge.
Atoms and positions in Å:
C: -0.19741 1.21274 1.49671  -0.723
C: -0.13846 0.25872 0.54554  0.720
C: -0.15985 -1.29281 0.63248  0.125
N: 0.18123 -2.47077 0.62801  -0.432
O: -0.38306 0.47040 -0.74901  -0.294
C: 0.21175 -0.32959 -1.83798  0.160
O: 1.24002 -0.82607 -1.79610  -0.293
H: -0.44397 1.06924 2.59677  0.289
H: 0.33604 2.35145 1.23259  0.188
H: -0.64630 -0.44331 -2.74901  0.259

As for the SMILES: C=C(C#N)OC=O. The calculation puts the frontier orbital gap at 10.00 eV. The LUMO energy is 0.007 eV. Its HOMO energy is -9.989 eV.

***

No. 12
# C4H3NO2

One molecule with the formula C4H3NO2 (the ωB97M-V functional and the def2-TZVPD basis, the Open Molecules 2025 dataset).

Each line ends with the Mulliken charge.
Atoms and positions in Å:
O: -3.51468 0.45004 0.14039  -0.362
C: -2.55421 -0.24342 0.01216  0.652
C: -1.55844 -1.18255 0.07892  -0.369
N: -0.23524 -0.93357 -0.19246  -0.431
C: 0.41678 0.14693 -0.05349  -0.059
C: -0.40460 1.28287 0.35027  -0.159
O: -0.76491 2.18897 -0.37497  -0.454
H: -1.87537 -2.26530 0.19756  0.302
H: 1.48396 0.01239 -0.27654  0.397
H: -0.75565 1.15953 1.32842  0.484

As for the SMILES: O=C=C/N=C\C=O. The calculation puts the frontier orbital gap at 8.67 eV. The LUMO energy is -0.361 eV. Its HOMO energy is -9.029 eV.

***

How do the records compare in energy above the lowest of the compared OMol25 structures with the same formula, charge and spin? In the order shown, they have 69.6 465.5 282.1 281.3 330.5 259.3 439.0 384.3 234.2 507.5 385.1 317.9 kJ/mol.